Entry A
{
  "formula": "C2H3NS2",
  "method": "ωB97M-V/def2-TZVPD",
  "elements": ["C", "C", "H", "H", "H", "N", "S", "S"],
  "coordinates": [[-1.3173, 0.7523, 0.1738], [1.1539, 0.8180, -0.1566], [-2.1670, 1.4186, 0.5520], [-0.0781, 2.3726, 0.0543], [1.7595, 1.6710, -0.1933], [-0.0656, 1.3008, -0.0765], [-1.6985, -0.7966, -0.0698], [1.8189, -0.7027, 0.0710]],
  "nbo_charge": [-0.16, -0.06, 0.22, 0.40, 0.18, -0.59, 0.06, -0.06],
  "e_homo_ev": -8.245,
  "smiles": "S=CNC=S",
  "gap_ev": 7.41,
  "multiplicity": 1
}



Entry B
{
  "formula": "C2H3NS2",
  "method": "ωB97M-V/def2-TZVPD",
  "elements": ["C", "C", "H", "H", "H", "N", "S", "S"],
  "coordinates": [[-1.8172, -0.0576, 0.2250], [1.8361, 0.1777, -0.1841], [-1.8758, -0.8776, 1.0037], [-2.7119, 0.5545, 0.1409], [1.5680, 1.2503, -0.3424], [-0.8275, 0.1649, -0.5409], [0.4547, -0.9752, -0.2803], [3.3734, -0.2369, -0.0219]],
  "nbo_charge": [-0.04, -0.50, 0.16, 0.18, 0.22, -0.54, 0.45, 0.06],
  "e_homo_ev": -8.878,
  "smiles": "C=NSC=S",
  "gap_ev": 8.60,
  "multiplicity": 1
}



Entry C
{
  "formula": "C2H3NS2",
  "method": "ωB97M-V/def2-TZVPD",
  "elements": ["C", "C", "N", "S", "S", "H", "H", "H"],
  "coordinates": [[0.6961, -0.0795, 0.3332], [-1.2816, 0.4507, -0.5291], [2.1560, -0.4693, 1.0421], [-0.1656, 1.3391, 0.5253], [-0.3833, -1.1342, -0.4943], [-2.2098, 0.4608, -0.1163], [-1.2994, 0.7756, -1.5071], [2.4876, -1.3432, 0.7463]],
  "nbo_charge": [-0.20, -0.63, -0.72, 0.42, 0.36, 0.22, 0.23, 0.32],
  "e_homo_ev": [-8.172, -8.171],
  "gap_ev": [8.01, 8.01],
  "multiplicity": 1
}



Stability ranking, top entry: entry A; the second entry is 0.0145 hartree less favorable.



Entry A
{
  "formula": "C2H4N2S",
  "method": "ωB97M-V/def2-TZVPD",
  "elements": ["C", "C", "N", "N", "S", "H", "H", "H", "H"],
  "coordinates": [[-0.2460, 0.0376, -0.0230], [0.9178, -0.8854, 0.3862], [0.5710, 1.2249, -0.1866], [1.8999, -0.9738, -0.6104], [2.1374, 0.3854, 0.1884], [-0.7521, -0.3061, -0.9280], [-0.9698, 0.1889, 0.7779], [0.8927, -1.5113, 1.2656], [0.5277, 1.6696, -1.0946]],
  "nbo_charge": [-0.29, -0.11, -0.78, -0.77, 0.96, 0.21, 0.20, 0.21, 0.37],
  "e_homo_ev": -8.830,
  "gap_ev": 9.12,
  "multiplicity": 1
}



Entry B
{
  "formula": "C2H4N2S",
  "method": "ωB97M-V/def2-TZVPD",
  "elements": ["C", "C", "N", "N", "S", "H", "H", "H", "H"],
  "coordinates": [[2.1554, -2.5266, -0.2130], [1.8962, -1.3175, 0.5092], [2.2117, -3.5794, -0.6477], [-0.4540, 0.8724, -1.3958], [0.8717, -1.5101, 1.7249], [2.2797, -0.2872, 0.3204], [-1.3381, 0.4131, -1.2714], [0.1573, 0.0872, -1.4600], [-0.3277, 1.4091, -2.2157]],
  "nbo_charge": [0.19, -0.44, -0.24, -1.07, 0.22, 0.26, 0.36, 0.34, 0.36],
  "e_homo_ev": -9.766,
  "smiles": "N#CC=S.N",
  "gap_ev": 8.08,
  "multiplicity": 1
}



Stability ranking, top entry: entry B; the second entry is 0.0595 hartree less favorable.



Entry A
{
  "formula": "C2H4N2S",
  "method": "ωB97M-V/def2-TZVPD",
  "elements": ["C", "C", "N", "N", "S", "H", "H", "H", "H"],
  "coordinates": [[0.2186, -0.2022, 0.0019], [-0.8085, 0.7018, 0.8120], [-0.3505, 0.0982, -1.2621], [-0.8005, 2.0562, 0.3313], [-1.6578, 1.2615, -0.7431], [1.3172, 0.1293, 0.0734], [-0.0091, -1.3145, 0.2071], [-1.4220, 0.1822, 1.4530], [0.1951, 0.3354, -2.0061]],
  "nbo_charge": [-0.29, -0.05, -0.79, -0.77, 0.91, 0.21, 0.20, 0.20, 0.37],
  "e_homo_ev": -8.903,
  "gap_ev": 9.03,
  "multiplicity": 1
}



Entry B
{
  "formula": "C2H4N2S",
  "method": "ωB97M-V/def2-TZVPD",
  "elements": ["C", "C", "N", "N", "S", "H", "H", "H", "H"],
  "coordinates": [[1.1829, -0.7714, 0.0782], [-0.1356, 1.1948, -0.1335], [2.2797, -1.1302, 0.3456], [-0.0454, -0.4295, -0.1716], [-1.3920, -1.3532, -0.3059], [0.3361, 1.5002, 0.7369], [0.2375, 1.6531, -0.9874], [-1.1789, 1.3808, -0.3691], [-1.2843, -2.0445, 0.8068]],
  "nbo_charge": [0.40, -0.37, -0.38, -0.65, 0.27, 0.22, 0.21, 0.22, 0.10],
  "e_homo_ev": -9.134,
  "smiles": "CN(S)C#N",
  "gap_ev": 9.74,
  "multiplicity": 1
}



Stability ranking, top entry: entry B; the second entry is 0.0646 hartree less favorable.



Entry A
{
  "formula": "C2H4N2S",
  "method": "ωB97M-V/def2-TZVPD",
  "elements": ["C", "C", "N", "N", "S", "H", "H", "H", "H"],
  "coordinates": [[1.2878, -0.8105, -0.1979], [1.0124, 0.4586, 0.1401], [-3.5074, -0.4566, 0.2161], [-2.7200, -1.0793, -0.2248], [-0.4391, 1.2856, -0.3435], [2.1151, -1.4954, 0.1533], [0.5786, -1.4012, -0.6554], [1.6067, 1.2289, 0.6348], [0.0660, 2.2700, 0.2772]],
  "nbo_charge": [-0.43, -0.34, 0.01, -0.01, 0.05, 0.21, 0.19, 0.21, 0.11],
  "e_homo_ev": -8.651,
  "smiles": "C=CS.N#N",
  "gap_ev": 9.56,
  "multiplicity": 1
}



Entry B
{
  "formula": "C2H4N2S",
  "method": "ωB97M-V/def2-TZVPD",
  "elements": ["C", "C", "N", "N", "S", "H", "H", "H", "H"],
  "coordinates": [[0.2196, -0.7369, 0.6483], [-0.1720, 0.1002, -0.2933], [-3.0045, -0.9206, 0.3143], [-3.3299, -0.1538, -0.4034], [-0.7065, 1.7567, 0.2691], [0.7609, -1.6007, 0.2236], [0.3934, -0.5909, 1.7824], [-0.3740, 0.0695, -1.3178], [-1.1736, 2.4174, -0.7315]],
  "nbo_charge": [-0.44, -0.29, 0.01, -0.01, -0.05, 0.21, 0.23, 0.22, 0.12],
  "e_homo_ev": -8.802,
  "smiles": "C=CS.N#N",
  "gap_ev": 9.77,
  "multiplicity": 1
}



Stability ranking, top entry: entry A; the second entry is 0.0047 hartree less favorable.



Entry A
{
  "formula": "C2H3ClO2ReS4Sb",
  "method": "ωB97M-V/def2-TZVPD",
  "elements": ["Re", "S", "Sb", "S", "S", "S", "H", "Cl", "C", "C", "O", "O", "H", "H"],
  "coordinates": [[-0.6867, 0.6536, -0.9986], [0.1210, 3.9701, 4.8632], [0.6486, 4.1683, 2.6054], [-2.0113, 1.3823, -2.4977], [0.3864, 2.3454, -0.4782], [-1.3505, 3.3522, 2.0473], [-1.8217, 1.4103, 0.1490], [0.5755, -4.3264, -1.8119], [0.9458, -3.0683, -0.6593], [0.4726, -1.6673, -0.9674], [1.2282, -0.7652, -1.3098], [-0.8036, -1.3833, -0.6723], [2.0178, -2.8438, -0.5402], [0.2780, -3.2278, 0.2705]],
  "mulliken_spin": [0.93, 0.87, 0.72, 0.31, -0.14, 0.31, -0.02, 0.00, 0.00, -0.01, 0.03, -0.01, 0.00, 0.00],
  "e_homo_ev": [-2.587, -4.388],
  "gap_ev": [3.79, 5.74],
  "total_charge": -1,
  "multiplicity": 4,
  "s2": 3.81
}



Entry B
{
  "formula": "C2H3ClO2ReS4Sb",
  "method": "ωB97M-V/def2-TZVPD",
  "elements": ["Re", "S", "Sb", "S", "S", "S", "H", "Cl", "C", "C", "O", "O", "H", "H"],
  "coordinates": [[0.3523, -1.1267, -0.4418], [-0.2308, -3.5366, 1.8819], [0.4773, -3.8804, -2.2766], [-1.1657, -2.0452, 1.1964], [1.2508, -3.3646, 0.1615], [-0.0542, -1.5473, -2.8123], [1.5314, -0.2148, 0.4755], [-0.4424, 1.5522, 2.3416], [-0.1466, 2.5374, 0.7439], [-0.3971, 1.9112, -0.6773], [-0.5190, 2.8381, -1.4259], [-0.6837, 0.6280, -0.8192], [0.8663, 2.9337, 0.6276], [-0.8386, 3.3150, 1.0248]],
  "mulliken_spin": [2.71, -0.25, 0.58, 0.02, -0.12, 0.13, -0.08, 0.00, 0.00, -0.01, 0.01, 0.01, 0.00, 0.00],
  "e_homo_ev": [-3.755, -3.510],
  "gap_ev": [6.04, 5.23],
  "total_charge": -1,
  "multiplicity": 4,
  "s2": 4.11
}



Stability ranking, top entry: entry B; the second entry is 0.0313 hartree less favorable.



Entry A
{
  "formula": "C3H2N2",
  "method": "ωB97M-V/def2-TZVPD",
  "elements": ["C", "C", "C", "N", "N", "H", "H"],
  "coordinates": [[-2.7811, 0.0707, -0.0446], [-0.0020, 0.6442, -0.6639], [0.1018, -0.0097, 0.4394], [-3.8751, -0.2812, 0.0776], [-1.0409, 0.9530, 0.1980], [0.4722, 1.0591, -1.5113], [0.4530, -0.8061, 1.0563]],
  "nbo_charge": [0.20, -0.02, 0.03, -0.46, -0.25, 0.23, 0.26],
  "e_homo_ev": [-9.818, -9.818],
  "gap_ev": [9.33, 9.33],
  "multiplicity": 1
}



Entry B
{
  "formula": "C3H2N2",
  "method": "ωB97M-V/def2-TZVPD",
  "elements": ["C", "C", "C", "N", "N", "H", "H"],
  "coordinates": [[-1.0485, -1.3475, 3.3251], [-0.2927, -0.5403, 2.5461], [-0.0731, -0.0320, 0.0979], [-1.6797, -1.6694, 4.2358], [-0.2579, -0.2390, 1.3345], [0.9222, -0.3020, -0.4422], [-0.8441, 0.5728, -0.5312]],
  "nbo_charge": [0.13, 0.12, -0.20, -0.24, -0.25, 0.22, 0.22],
  "e_homo_ev": -8.763,
  "gap_ev": 8.20,
  "multiplicity": 1
}



Entry C
{
  "formula": "C3H2N2",
  "method": "ωB97M-V/def2-TZVPD",
  "elements": ["C", "C", "C", "N", "N", "H", "H"],
  "coordinates": [[-0.8038, -0.6458, -0.0102], [1.4902, -1.1427, 0.1162], [-0.4619, 0.6476, 0.0833], [1.5518, 0.0321, 0.0011], [0.7868, 1.1379, -0.0334], [-1.2431, -1.4481, -0.4964], [-1.3201, 1.4189, 0.3394]],
  "nbo_charge": [-0.01, 0.25, -0.14, -0.35, -0.22, 0.22, 0.25],
  "e_homo_ev": [-9.617, -9.280],
  "gap_ev": [7.95, 6.82],
  "multiplicity": 1
}



Stability ranking, top entry: entry B; the second entry is 0.0977 hartree less favorable.